[1]
The following is a quantum chemistry calculation of a cluster of 2 separate species, C4H12ClN2 in total, from OMol25.

Cartesian coordinates (Å):
1 C -2.166 -0.645 0.364
2 C -2.060 0.423 -0.736
3 C -0.788 1.339 -0.373
4 C 0.360 0.478 -0.095
5 N 3.136 -1.095 0.064
6 N 0.832 0.032 1.014
7 Cl 3.477 0.301 -0.918
8 H -2.751 -0.259 1.153
9 H -2.620 -1.589 -0.042
10 H -1.282 -1.070 0.677
11 H -2.901 1.101 -0.607
12 H -2.093 -0.027 -1.730
13 H -0.358 2.044 -1.142
14 H -1.073 2.066 0.469
15 H 0.974 0.264 -1.023
16 H 3.902 -1.184 0.776
17 H 0.253 0.134 1.844
18 H 3.396 -1.929 -0.541
19 H 1.763 -0.386 0.846

Strongest force on any atom: 0.0659 Eh/bohr
Total charge: +1
Electronic energy: -19836.865 eV
LUMO energy: -0.15192 Eh

[2]
The following is a quantum chemistry calculation of a cluster of 2 separate species, C6H6O2 in total, from OMol25.

Cartesian coordinates (Å):
1 C 0.662 -0.547 -0.192
2 C -0.039 -0.300 1.237
3 C -0.725 0.882 0.417
4 C -1.426 -0.034 -0.673
5 C -0.466 -0.851 -1.067
6 C 0.680 1.020 -0.224
7 H 2.604 -0.120 -0.410
8 H -0.922 -1.053 1.496
9 H 0.516 -0.038 2.175
10 H -1.329 1.659 0.939
11 H -2.392 0.290 -1.178
12 H -0.369 -1.660 -1.816
13 O 1.890 -1.203 -0.110
14 O 1.317 1.957 -0.594

Strongest force on any atom: 0.1231 Eh/bohr
Total charge: 0
Electronic energy: -10409.291 eV
LUMO energy: 0.01176 Eh

[3]
The following is a quantum chemistry calculation of the molecule C18H18N6O4S, from OMol25.

Cartesian coordinates (Å):
1 C -6.620 -0.787 0.287
2 C -5.279 -0.131 0.178
3 C -4.120 -0.900 0.128
4 C -2.876 -0.310 0.017
5 C -2.768 1.078 -0.052
6 C -1.459 1.764 -0.192
7 O -1.349 2.821 -0.806
8 N -0.445 1.130 0.437
9 C 0.932 1.363 0.516
10 C 1.715 2.168 -0.306
11 N 1.249 2.887 -1.336
12 N 3.074 2.197 -0.140
13 C 3.619 1.484 0.774
14 S 5.397 1.424 0.866
15 C 5.673 0.550 -0.731
16 C 4.794 -0.682 -0.668
17 O 5.084 -1.662 -0.027
18 N 3.600 -0.529 -1.321
19 C 2.455 -1.244 -1.026
20 C 2.280 -2.315 -0.115
21 C 0.931 -2.525 -0.132
22 C 0.058 -3.438 0.640
23 O 0.358 -1.668 -0.994
24 N 1.308 -0.872 -1.546
25 N 2.934 0.699 1.629
26 C 1.550 0.546 1.522
27 O 0.954 -0.255 2.232
28 C -3.925 1.850 -0.031
29 C -5.164 1.251 0.091
30 H -7.361 -0.096 0.679
31 H -6.952 -1.117 -0.698
32 H -6.572 -1.661 0.933
33 H -4.198 -1.977 0.174
34 H -1.996 -0.930 -0.057
35 H -0.688 0.348 1.043
36 H 1.886 3.544 -1.753
37 H 0.237 3.062 -1.355
38 H 5.436 1.228 -1.547
39 H 6.727 0.282 -0.724
40 H 3.433 0.288 -1.893
41 H 3.035 -2.817 0.448
42 H -0.181 -2.974 1.598
43 H 0.570 -4.377 0.830
44 H -0.866 -3.620 0.097
45 H 3.417 0.135 2.319
46 H -3.834 2.923 -0.106
47 H -6.054 1.863 0.118

Strongest force on any atom: 0.0254 Eh/bohr
Total charge: 0
SMILES: Cc1ccc(C(=O)Nc2c(N)nc(SCC(=O)Nc3cc(C)on3)[nH]c2=O)cc1
Electronic energy: -46925.338 eV
LUMO energy: 0.00774 Eh

Respective relative energy (zero: lowest compared OMol25 entry of this formula, charge and spin) values: 25.4 95.0 22.5 kcal per mole.
Respective E_HOMO values: -14.57 -9.83 -7.80 eV.